# C28H84O14

A cluster of 14 separate species, C28H84O14 in total (ωB97M-V/def2-TZVPD, the OMol25 dataset).

Structure (XYZ):
```
126
Properties=species:S:1:pos:R:3
C 2.45015 -3.96575 0.16756
C 2.52955 -5.10386 -0.83105
O 1.26913 -5.37684 -1.29834
H 2.03983 -3.08277 -0.32240
H 3.42001 -3.67863 0.57381
H 1.78822 -4.18437 1.00551
H 2.90418 -5.99520 -0.32780
H 3.12073 -4.82953 -1.70475
H 1.26715 -6.16912 -1.84046
C 1.48732 -1.18812 3.64383
C 2.79047 -1.14662 2.88341
O 2.52455 -0.80317 1.56453
H 0.88708 -0.30173 3.43858
H 1.62129 -1.30507 4.71923
H 0.88804 -2.07600 3.44224
H 3.36119 -2.06686 3.00799
H 3.40423 -0.34219 3.28874
H 3.35503 -0.93321 1.10086
C 3.00351 3.84766 0.02681
C 3.43633 2.87423 -1.07780
O 2.29670 2.54585 -1.80696
H 2.75307 4.84685 -0.32959
H 3.84795 4.05757 0.68328
H 2.20955 3.44081 0.65307
H 3.88240 1.94045 -0.73548
H 4.13515 3.34347 -1.77031
H 1.72389 1.97324 -1.29158
C -1.24218 3.71145 3.00033
C -1.32924 2.27507 3.49597
O -2.69784 1.88261 3.51852
H -0.18642 3.95881 2.88949
H -1.58205 4.31123 3.84463
H -1.77257 3.97445 2.08511
H -0.83271 2.08620 4.44775
H -0.78194 1.67561 2.76851
H -3.04298 2.06112 2.64067
C 0.94935 -3.46520 -4.31944
C 1.09663 -1.92902 -4.37019
O 0.55219 -1.42601 -5.58054
H -0.11520 -3.68227 -4.40735
H 1.45558 -3.97603 -3.50037
H 1.44929 -3.80855 -5.22513
H 2.16236 -1.71568 -4.28769
H 0.59991 -1.36452 -3.58107
H 1.33658 -1.28672 -6.11619
C -0.41157 -0.73137 -1.00172
C -0.49697 0.32840 0.08041
O 0.74540 0.95043 0.19326
H -0.32775 -0.33830 -2.01492
H -1.33029 -1.31791 -0.99674
H 0.41985 -1.41007 -0.81147
H -0.72231 -0.00327 1.09397
H -1.30207 1.01932 -0.16964
H 1.28568 0.32973 0.68767
C 0.09144 1.98198 -4.50499
C 1.52970 1.84890 -4.99733
O 2.18836 3.02202 -4.63676
H -0.48606 1.25821 -5.08010
H -0.38534 2.93493 -4.73450
H -0.04779 1.83550 -3.43389
H 1.64774 1.69371 -6.06975
H 1.98143 1.01702 -4.45695
H 2.30164 3.00429 -3.68363
C -5.37494 3.98563 1.49481
C -5.25437 2.54221 1.01122
O -3.90074 2.21152 0.84639
H -6.37425 4.37236 1.29502
H -4.60701 4.54485 0.96035
H -5.22283 3.99718 2.57408
H -5.82650 2.40546 0.09358
H -5.62491 1.85167 1.76882
H -3.83334 1.30314 0.54324
C 2.37491 2.75920 3.62268
C 3.78056 2.46697 4.07741
O 4.24573 3.41001 5.02881
H 2.32641 3.64815 2.99378
H 1.70990 2.85291 4.48121
H 2.04417 1.94463 2.97833
H 4.37951 2.47017 3.16672
H 3.81913 1.51284 4.60302
H 3.75942 3.26666 5.84401
C -3.15928 -5.37962 -0.99556
C -1.95068 -4.69226 -1.70088
O -1.07596 -4.22245 -0.73375
H -2.74625 -6.15298 -0.34794
H -3.73753 -5.94609 -1.72552
H -3.72831 -4.67144 -0.39326
H -2.42009 -3.89692 -2.27983
H -1.44449 -5.32707 -2.42813
H -0.23968 -4.69355 -0.75117
C -2.45264 -2.18053 3.63426
C -1.65248 -2.78859 2.44987
O -2.49386 -2.81261 1.30959
H -1.77415 -2.05246 4.47767
H -3.29848 -2.81755 3.89285
H -2.81321 -1.17873 3.40086
H -1.32313 -3.75811 2.82357
H -0.79797 -2.13989 2.25728
H -1.97021 -3.19826 0.60343
C -5.76021 -1.92343 0.07989
C -4.78483 -0.85658 -0.39294
O -3.95330 -0.54698 0.69613
H -5.22507 -2.82843 0.36749
H -6.42260 -2.18895 -0.74402
H -6.32679 -1.58905 0.94896
H -5.21107 0.12106 -0.61796
H -4.19692 -1.16541 -1.25728
H -3.39559 -1.29890 0.90867
C -0.32344 4.97982 -1.58926
C -0.98672 3.84538 -0.82923
O -2.23383 4.30522 -0.41975
H -0.76879 5.21036 -2.55705
H 0.67801 4.64426 -1.85869
H -0.30189 5.84795 -0.93048
H -0.49331 3.47427 0.06906
H -1.10498 3.01537 -1.52580
H -2.68651 3.55992 -0.01824
C 3.54918 -0.53778 -1.74333
C 4.91131 -0.71344 -1.09672
O 4.72237 -1.33318 0.16020
H 2.84332 0.01102 -1.11989
H 3.04048 -1.49650 -1.84425
H 3.65504 -0.01235 -2.69245
H 5.46609 0.19822 -0.87489
H 5.54298 -1.30752 -1.75714
H 5.32812 -2.07748 0.13382
```

Output
frontier orbital gap	9.20	eV
energy relative to the best compared isomer or geometry (same formula, charge and spin)	141.8	kJ/mol
LUMO	-0.07	eV
max |F|	0.0461	Eh/bohr


# C15H23N3O3S

An isolated molecule of C15H23N3O3S (ωB97M-V/def2-TZVPD, the OMol25 dataset).

Structure (XYZ):
```
45
Properties=species:S:1:pos:R:3
C 3.19642 2.56270 0.63741
C 2.73311 1.11908 0.81095
C 3.03560 0.28416 -0.41611
S 2.90434 -1.50571 -0.06768
O 3.27476 -1.74350 1.29741
O 3.62616 -2.19234 -1.09946
N 1.31648 -1.95035 -0.22171
C 0.74758 -1.90978 -1.54786
C -0.46298 -2.84105 -1.62235
C -1.48063 -2.50673 -0.52572
C -2.13337 -1.14863 -0.78311
O -1.85433 -0.41906 -1.71059
N -3.09140 -0.81559 0.11574
C -3.66461 0.51874 0.10365
C -2.58905 1.55544 0.30704
C -2.39769 2.60155 -0.58539
C -1.35452 3.48746 -0.37247
C -0.52751 3.28138 0.72060
N -0.69585 2.28629 1.57535
C -1.70187 1.45548 1.37509
C -0.76984 -2.53199 0.83584
C 0.40601 -1.55705 0.82098
H 4.27105 2.60412 0.47662
H 2.95751 3.13984 1.52647
H 2.70266 3.02070 -0.21713
H 1.66241 1.11216 1.02144
H 3.24380 0.66429 1.66114
H 2.36740 0.48499 -1.24920
H 4.06454 0.41208 -0.74342
H 1.52863 -2.23660 -2.23464
H 0.42889 -0.89269 -1.81343
H -0.13129 -3.87204 -1.49617
H -0.92822 -2.73360 -2.60241
H -2.27863 -3.25906 -0.53227
H -3.28335 -1.41862 0.89702
H -4.41593 0.57839 0.89371
H -4.14764 0.68661 -0.86431
H -3.04985 2.71156 -1.43930
H -1.17932 4.31063 -1.04745
H 0.30986 3.93439 0.92583
H -1.80007 0.66295 2.10778
H -1.44733 -2.27659 1.65245
H -0.38577 -3.53758 1.01275
H 0.96232 -1.59273 1.75807
H 0.03151 -0.53368 0.65886
```

Output
frontier orbital gap	9.83	eV
energy relative to the best compared isomer or geometry (same formula, charge and spin)	120.6	kJ/mol
LUMO	0.45	eV
SMILES	CCCS(=O)(=O)N1CCC(C(=O)NCc2cccnc2)CC1
max |F|	0.0185	Eh/bohr


# C3H3BrClF3

An isolated molecule of C3H3BrClF3 (ωB97M-V/def2-TZVPD, the OMol25 dataset).

Structure (XYZ):
```
11
Properties=species:S:1:pos:R:3
F 0.39169 -2.20027 0.25173
C 0.70188 -1.66793 -0.94808
F -0.33911 -2.05790 -1.72566
F 1.81158 -2.18649 -1.38210
C 0.92806 -0.19577 -0.82514
Br 1.39726 0.41286 -2.58027
C -0.45990 0.53257 -0.02647
Cl -0.48109 2.26674 -0.18394
H 1.83084 0.03641 -0.24631
H -0.37196 0.29115 1.10442
H -1.23443 -0.16617 -0.30994
```

Output
frontier orbital gap	11.27	eV
energy relative to the best compared isomer or geometry (same formula, charge and spin)	57.4	kJ/mol
LUMO	0.66	eV
SMILES	FC(F)(F)[C@@H](Br)CCl
max |F|	0.0879	Eh/bohr


# C3H2AlFO2

A structure of composition C3H2AlFO2 (ωB97M-V/def2-TZVPD, the OMol25 dataset).

Structure (XYZ):
```
9
Properties=species:S:1:pos:R:3
H 0.66869 1.00049 0.45457
C 0.06449 -1.10615 0.04611
C -0.32822 0.32595 -0.00656
O -0.77985 0.66834 -1.33928
C -0.34065 1.66650 -1.96526
O 0.72451 -1.53064 0.98425
H -0.12576 -1.67502 -0.88340
F -1.31000 0.62070 0.84987
Al 1.42679 0.02984 1.85970
```

Output
frontier orbital gap (spin up / spin down)	5.49 / 7.70	eV
energy relative to the best compared isomer or geometry (same formula, charge and spin)	184.3	kJ/mol
LUMO (spin up / spin down)	-6.79 / -6.73	eV
2S+1	2
charge	+1
max |F|	0.0599	Eh/bohr


Which formula does entry 4 have?
C3H2AlFO2